The following is a quantum chemistry calculation of an isolated ion of composition O4S4 and charge -2 at a distorted geometry, from OMol25.

Structure (ORCA input):
```
! wB97M-V def2-TZVPD RIJCOSX def2/J DEFGRID3
* xyz -2 1
O -0.21158 0.13694 1.02015
O -0.97481 2.05638 -0.66764
O -0.39156 -2.10495 1.91470
O 1.42451 1.90255 -0.26782
S -0.80281 -1.95956 -1.15976
S 0.47985 -2.19038 -2.75782
S 0.22164 -1.39288 0.75263
S 0.17355 1.15928 -0.61891
*
```

ΔE to the lowest compared entry with this formula, charge and spin = 17.71 kcal per mole
highest occupied orbital energy = 0.3 eV
orbital gap = 5.65 eV